(1)
The following is a DFT calculation (the ωB97M-V functional and the def2-TZVPD basis) of 2 unconnected molecules or ions with the total composition C21H43BBrIN3O8P2S.

Results
Kohn-Sham gap = 8.310 eV
Highest occupied orbital energy = -0.4236 hartree
Net charge = +1
Molar mass = 777.2 u

XYZ file:
```
81
Properties=species:S:1:pos:R:3:forces:R:3
C 1.313 -6.828 -0.719 0.013 0.151 0.154
C 1.281 -5.304 -0.575 -0.425 -0.461 -0.102
C -0.146 -4.788 -0.278 0.082 0.303 0.246
C -0.664 -3.811 -1.340 0.359 -0.282 -0.289
C -0.089 -2.383 -1.199 -0.481 -0.449 -0.016
C -0.980 -1.303 -0.566 0.586 -0.108 0.239
Br -2.035 -2.150 0.875 -0.220 -0.106 0.036
C -1.810 -0.534 -1.590 -0.321 0.041 0.076
C -2.640 -1.326 -2.625 -0.247 0.235 -0.044
C -4.155 -1.492 -2.436 -0.089 -0.441 -0.336
C -4.610 -2.517 -1.405 -0.221 0.392 -0.052
I -6.623 -3.125 -1.817 0.025 0.001 0.066
C -2.609 0.603 -0.941 0.321 0.761 -0.583
C -2.696 1.825 -1.887 -0.431 -0.140 0.403
C -3.959 2.636 -1.653 0.151 0.511 -0.522
O -5.087 1.805 -1.982 0.468 -0.613 0.474
C -6.218 2.078 -1.316 -0.413 -0.001 -0.060
O -6.542 3.162 -0.953 0.039 0.546 0.441
N -2.082 1.068 0.372 -0.331 -1.349 0.702
P -3.453 0.713 1.577 0.030 0.260 -0.346
O -3.881 2.252 1.820 -0.253 -0.214 0.357
O -2.671 0.421 2.960 0.450 0.281 0.010
C -0.827 0.712 0.731 -0.019 0.420 0.596
N -0.193 1.384 1.714 -0.186 -0.239 -0.126
S -0.749 2.883 2.337 0.107 0.364 -0.293
B 1.105 0.982 2.387 0.180 -0.269 -0.213
C 1.188 -0.270 3.309 -0.066 -0.345 -0.722
O 2.198 1.763 2.174 -0.243 0.285 1.034
N -0.125 -0.317 0.160 -0.141 0.944 -0.821
P 1.295 0.198 -0.912 -0.031 -0.345 -0.372
C 1.257 2.007 -0.872 0.269 0.174 -0.030
O 2.567 -0.077 0.067 -0.322 -0.071 0.372
H 0.607 -7.153 -1.486 0.061 -0.030 -0.046
H 1.024 -7.308 0.218 0.016 -0.031 -0.015
H 2.311 -7.172 -0.986 -0.037 -0.075 -0.020
H 1.632 -4.888 -1.522 0.168 0.228 0.152
H 1.954 -5.014 0.233 0.147 0.108 -0.167
H -0.130 -4.297 0.698 -0.185 -0.015 -0.002
H -0.846 -5.620 -0.181 0.073 -0.066 -0.071
H -0.288 -4.188 -2.296 -0.179 0.025 -0.065
H -1.749 -3.838 -1.430 -0.028 0.149 0.214
H 0.177 -2.030 -2.194 0.212 0.116 0.113
H 0.814 -2.494 -0.593 0.096 0.208 -0.103
H -1.025 -0.048 -2.186 0.122 -0.083 0.081
H -2.539 -0.789 -3.572 0.089 0.009 0.029
H -2.198 -2.303 -2.815 0.104 0.012 0.080
H -4.525 -1.828 -3.408 0.069 0.010 -0.005
H -4.661 -0.541 -2.274 0.051 0.037 0.045
H -4.011 -3.422 -1.417 0.000 -0.012 0.070
H -4.662 -2.092 -0.408 0.160 -0.176 0.086
H -3.647 0.315 -0.773 0.129 -0.399 0.135
H -2.679 1.482 -2.923 0.130 0.106 -0.039
H -1.866 2.502 -1.681 0.194 -0.123 -0.280
H -3.963 3.518 -2.295 -0.017 -0.022 0.007
H -4.028 2.990 -0.624 -0.109 -0.120 0.012
H -6.818 1.184 -1.120 -0.014 -0.226 -0.369
H -4.793 2.256 2.154 0.042 0.319 -0.101
H -2.164 -0.404 2.926 -0.207 -0.116 0.111
H -1.312 2.411 3.456 -0.118 -0.113 0.018
H 1.266 0.031 4.355 0.029 -0.006 0.009
H 2.099 -0.813 3.045 0.088 0.035 0.259
H 0.358 -0.968 3.181 -0.040 0.069 0.141
H 2.041 2.712 2.268 0.013 0.026 -0.370
H 1.753 2.444 -0.011 -0.074 -0.064 0.046
H 1.822 2.308 -1.759 -0.023 0.035 0.009
H 0.245 2.397 -0.974 -0.022 -0.020 -0.052
H 2.550 -0.998 0.364 0.364 0.005 -0.151
O 5.082 3.364 -0.932 -0.108 0.022 -0.040
C 5.509 3.478 0.186 0.123 -0.181 -0.024
O 6.303 4.522 0.471 -0.089 0.128 -0.058
C 6.733 4.838 1.800 0.116 -0.007 0.149
C 7.967 4.058 2.202 -0.009 -0.097 -0.100
C 5.209 2.439 1.243 -0.158 0.286 0.136
H 5.914 4.706 2.509 -0.005 -0.037 -0.018
H 6.956 5.902 1.768 -0.012 0.008 -0.057
H 7.776 2.985 2.224 -0.029 0.004 0.051
H 8.303 4.367 3.191 -0.001 0.020 0.003
H 8.770 4.236 1.488 0.013 0.039 0.016
H 5.918 1.618 1.146 0.030 0.009 -0.020
H 4.211 2.065 1.047 0.061 -0.195 -0.078
H 5.236 2.811 2.264 0.124 -0.036 -0.001
```
Forces are in eV/Å.

(2)
The following is a DFT calculation (the ωB97M-V functional and the def2-TZVPD basis) of C4H8S2 in the gas phase.

Results
Kohn-Sham gap = 8.707 eV
Highest occupied orbital energy = -0.2868 hartree
SMILES = CS/C=C/SC
Energy above the lowest of the compared OMol25 structures with the same formula, charge and spin = 29.7 kcal per mole
Molar mass = 120.2 u

XYZ file:
```
14
Properties=species:S:1:pos:R:3:forces:R:3
C -3.271 -0.480 0.523 -0.500 -1.004 0.718
S -2.104 0.577 -0.309 0.573 -0.058 -0.287
C -0.624 -0.373 -0.061 1.501 2.870 0.311
C 0.587 0.253 -0.072 -0.934 -2.264 -0.836
S 2.157 -0.592 -0.305 -0.765 0.360 0.334
C 3.226 0.598 0.540 -0.178 0.309 0.968
H -2.893 -0.697 1.545 -0.404 0.037 -0.628
H -4.263 -0.010 0.612 0.550 0.133 -0.092
H -3.435 -1.423 -0.035 0.238 0.442 0.350
H -0.706 -1.366 0.227 -0.307 -1.924 0.129
H 0.585 1.275 -0.319 0.257 1.395 -0.078
H 2.957 1.623 0.193 0.430 -0.732 0.394
H 4.283 0.372 0.369 -0.276 0.062 -0.470
H 3.113 0.488 1.645 -0.187 0.374 -0.813
```
Forces are in eV/Å.

(3)
The following is a DFT calculation (the ωB97M-V functional and the def2-TZVPD basis) of a molecular structure, C22H30O4S7Ti.

Results
Multiplicity = 3
Kohn-Sham gap (alpha / beta) = 7.725 / 6.193 eV
Highest occupied orbital energy (alpha / beta) = -0.2788 / -0.2848 hartree
<S²> = 2.009
Energy above the lowest of the compared OMol25 structures with the same formula, charge and spin = 9.3 kcal per mole
Molar mass = 630.8 u

XYZ file:
```
64
Properties=species:S:1:pos:R:3:forces:R:3
Ti -1.577 -1.094 -0.744 -0.011 -1.516 -0.382
C -3.443 -3.517 -2.588 -0.008 -0.150 -0.045
C -2.492 -4.626 -2.130 -0.207 -0.088 -0.284
S -1.735 -4.063 -0.615 0.072 0.437 0.404
C 0.044 -4.242 -0.827 0.182 -0.043 -0.072
C 0.645 -3.627 -2.083 0.042 -0.112 0.026
S 0.377 -1.856 -2.332 -0.215 0.153 -0.014
C 1.947 -1.042 -1.997 0.144 0.247 -0.047
C 1.983 0.191 -2.919 0.099 -0.182 0.049
S 0.892 1.586 -2.548 -0.010 0.122 0.122
C -0.752 1.074 -3.132 -0.076 -0.010 0.024
C -1.842 0.851 -2.135 -0.055 0.920 -0.664
S -2.550 -1.988 -2.941 -0.013 0.307 0.114
H -4.207 -3.350 -1.828 0.007 0.029 0.010
H -3.941 -3.819 -3.511 -0.044 -0.020 0.031
H -1.752 -4.845 -2.899 -0.021 0.050 0.015
H -3.043 -5.543 -1.909 0.002 -0.006 -0.069
H 0.315 -5.298 -0.788 0.032 -0.009 -0.020
H 0.440 -3.764 0.070 0.036 -0.005 0.029
H 0.222 -4.090 -2.972 0.007 -0.055 -0.044
H 1.722 -3.791 -2.112 0.011 -0.048 0.012
H 2.762 -1.719 -2.262 0.021 0.047 -0.025
H 2.039 -0.758 -0.951 0.038 0.016 0.033
H 1.802 -0.125 -3.947 0.066 -0.005 -0.008
H 2.975 0.646 -2.883 0.003 -0.041 0.019
H -0.658 0.237 -3.825 -0.022 -0.002 -0.055
H -1.113 1.927 -3.725 0.076 -0.022 -0.114
H -2.809 0.664 -2.582 -0.072 -0.199 -0.022
H -1.885 1.513 -1.278 0.193 -0.160 0.208
O -0.225 0.240 0.029 0.023 0.278 -0.066
S 0.720 0.903 1.021 -0.105 -0.253 -0.686
C 0.802 -0.142 2.475 0.311 -0.183 0.385
C 2.058 0.195 3.242 -0.132 0.011 -0.067
C 1.966 0.873 4.453 0.003 0.040 0.074
C 3.111 1.217 5.161 0.009 -0.030 -0.060
C 4.363 0.888 4.658 -0.055 -0.039 -0.060
C 4.463 0.212 3.446 -0.004 0.050 0.078
C 3.318 -0.129 2.743 -0.019 -0.023 -0.010
C -0.241 2.215 1.744 -0.121 0.434 0.163
C -0.547 3.310 0.757 -0.081 -0.226 -0.015
C -1.859 3.449 0.320 -0.045 0.123 -0.069
C -2.185 4.407 -0.634 0.046 -0.029 0.052
C -1.195 5.228 -1.158 0.092 -0.044 0.056
C 0.121 5.095 -0.719 -0.132 -0.053 0.004
C 0.442 4.139 0.234 0.035 0.035 0.007
H 0.777 -1.157 2.074 0.094 0.007 0.084
H -0.110 0.008 3.055 0.093 -0.146 -0.066
H 0.986 1.123 4.850 0.064 -0.021 -0.023
H 3.024 1.738 6.106 0.001 -0.019 -0.031
H 5.257 1.154 5.208 -0.030 -0.012 -0.025
H 5.437 -0.050 3.050 -0.028 0.005 0.013
H 3.401 -0.659 1.799 -0.004 0.023 0.038
H 0.373 2.557 2.584 -0.095 0.039 -0.005
H -1.147 1.718 2.104 0.059 0.117 0.068
H -2.626 2.798 0.730 0.014 0.022 -0.029
H -3.211 4.507 -0.967 0.037 0.003 0.007
H -1.446 5.972 -1.905 0.019 -0.025 0.033
H 0.895 5.733 -1.126 -0.023 -0.023 0.018
H 1.470 4.031 0.567 -0.054 -0.005 -0.021
O -2.155 -0.190 2.533 -0.247 -0.252 -0.100
S -2.479 -1.452 1.871 0.262 -0.094 0.220
O -2.957 -2.497 2.732 0.011 0.099 -0.219
O -1.236 -1.915 1.072 -0.400 0.323 0.710
S -3.731 -1.053 0.284 0.123 0.212 0.307
```
Forces are in eV/Å.

(4)
The following is a DFT calculation (the ωB97M-V functional and the def2-TZVPD basis) of a gas-phase ion, C9H10BrF6N2OS (charge +1).

Results
Kohn-Sham gap = 9.878 eV
Highest occupied orbital energy = -0.4956 hartree
SMILES = C[C@H](Br)C[C@@H]1CO[C@H](N=C=S)[N@@+]1(F)C(F)(F)C(F)(F)F
Net charge = +1
Molar mass = 388.2 u

XYZ file:
```
30
Properties=species:S:1:pos:R:3:forces:R:3
C 2.269 -1.526 0.246 -0.023 1.175 0.230
C 2.725 -0.128 -0.241 0.213 -0.950 -0.382
Br 3.481 0.957 1.192 -0.079 -0.013 -0.075
C 1.716 0.617 -1.112 0.633 -0.189 0.848
C 0.380 1.063 -0.531 0.791 0.971 -1.003
C 0.351 2.095 0.607 -1.033 -0.874 0.897
O -1.029 2.022 1.075 0.163 -0.005 -0.488
C -1.804 1.189 0.243 -0.143 2.448 2.868
N -2.897 0.678 0.975 0.510 0.614 -0.982
C -3.030 0.980 2.164 0.452 -1.494 0.135
S -3.124 0.976 3.691 -0.379 0.571 0.177
N -0.701 0.105 -0.103 -0.735 1.564 -0.024
F -0.358 -0.381 1.132 -0.050 -0.957 -0.519
C -1.288 -0.895 -1.050 -0.033 -1.853 -0.738
F -0.437 -1.149 -2.043 0.364 0.230 0.294
F -2.370 -0.378 -1.612 0.074 0.513 0.422
C -1.679 -2.288 -0.403 -0.730 -0.164 -0.491
F -0.635 -3.092 -0.367 0.241 0.175 0.346
F -2.234 -2.152 0.784 0.206 0.028 0.182
F -2.577 -2.809 -1.234 0.125 0.055 0.037
H 2.955 -2.298 -0.072 0.070 -0.134 -0.091
H 1.281 -1.714 -0.157 -0.018 -0.418 0.037
H 2.238 -1.510 1.329 -0.234 -0.317 0.157
H 3.570 -0.324 -0.890 0.224 0.356 -0.085
H 1.611 0.043 -2.027 -0.368 -0.118 -0.041
H 2.197 1.542 -1.425 -0.110 0.251 0.001
H -0.076 1.613 -1.357 -0.368 -0.401 -0.233
H 0.902 1.832 1.497 0.535 -0.045 -0.188
H 0.615 3.088 0.272 -0.006 0.132 -0.232
H -2.053 1.846 -0.582 -0.292 -1.153 -1.056
```
Forces are in eV/Å.